# C39H51Cl5FN4OSSi2V

A molecular structure, C39H51Cl5FN4OSSi2V (the ωB97M-V functional and the def2-TZVPD basis, OMol25).

Results
Net charge = 0
Spin multiplicity = 3
HOMO energy (spin up / spin down) = -0.2822 / -0.2890 hartree
Lowest unoccupied orbital energy (spin up / spin down) = -0.5 / 0.2 eV
Frontier orbital gap (spin up / spin down) = 0.2632 / 0.2952 Ha

```
105
Properties=species:S:1:pos:R:3:forces:R:3:mulliken_spin:R:1
Cl -3.3043 3.4524 2.2223 0.115 0.339 0.263 -0.001
H 3.8918 -1.7008 1.6711 -0.353 0.111 0.024 0.000
N -0.7442 1.0948 -1.4969 0.945 -0.406 0.664 -0.017
H 1.7056 -5.1784 -3.0297 0.579 0.007 0.811 0.000
H -0.2653 3.0622 -3.8306 0.007 -0.281 -0.126 0.001
C 2.8817 0.0123 -1.4623 -0.380 -0.167 1.171 -0.007
N 2.6303 -2.7071 0.3949 0.471 0.207 -0.754 -0.001
H -3.8356 3.1063 -2.6203 -0.357 0.438 -0.662 0.000
H 2.1535 -1.6600 2.1320 0.601 -0.527 -0.105 -0.001
C 1.7872 3.0750 4.3723 0.402 0.002 0.818 0.008
C 1.2839 4.7252 -2.1131 -0.406 -0.938 1.361 0.000
N 1.2668 -2.7190 -1.4557 -0.750 -0.664 -0.081 -0.002
H 2.5574 -4.2168 2.6288 -0.171 -0.354 -0.274 0.000
H 1.0158 1.0296 4.5379 0.563 0.332 0.278 -0.002
H -3.0293 3.3081 -1.0842 -0.118 -0.160 -0.081 -0.011
C -2.6552 0.1197 -3.5149 -0.587 -0.477 0.530 0.005
C 4.9595 -4.5574 1.0503 0.446 -1.254 0.353 0.000
N -0.4694 0.8997 2.4237 -0.378 -0.274 -1.258 -0.085
C -2.4891 -1.3122 3.1022 0.005 -0.348 0.575 0.019
H -0.0864 -3.8817 -5.0487 -0.718 0.367 -0.201 0.000
H -0.0018 0.4603 -4.0670 0.163 0.190 0.113 0.002
C 3.3261 -3.4578 2.7005 -0.186 0.250 0.787 0.000
H -1.5427 2.4635 -4.9156 -0.002 0.119 -0.102 0.000
H -0.8168 -2.7248 -1.3524 0.616 -0.124 -0.652 -0.001
C 1.6135 0.4104 -1.1121 -1.506 0.626 -0.087 0.019
C 2.0451 -0.0032 -3.6943 -0.256 -0.259 -0.946 -0.003
Si -1.0220 -0.2694 3.6216 -0.695 0.365 0.168 0.029
H 1.2534 -0.9484 4.4385 -1.210 -0.859 -0.564 0.000
Cl -5.7773 -1.4040 -0.6349 -0.559 -1.157 -0.582 -0.001
H 1.4306 -3.2200 -4.3961 -0.358 -0.666 -0.219 0.000
H 3.2453 -3.1312 3.7563 0.118 0.188 -0.490 0.000
C 1.1188 3.8736 -1.0364 0.729 -0.954 0.818 0.005
C -5.1158 -0.2383 0.3593 0.344 1.079 0.492 -0.007
H 0.4257 -6.0864 -3.6695 -0.239 -0.325 -0.574 0.000
H 4.8212 -4.9325 3.1362 -0.172 0.297 -0.194 0.000
C 0.2959 5.6355 -2.3658 -0.194 0.377 -0.578 0.000
O -0.1910 2.9681 0.7824 -0.612 -0.500 -0.204 0.095
H -1.5955 6.4487 -1.7650 0.607 -0.341 0.250 0.000
C -5.8984 0.6206 1.1001 -0.329 0.375 0.245 0.008
Cl -6.3102 2.7278 2.6711 -0.367 0.637 0.563 -0.001
Si -1.9739 1.6421 -2.5996 0.182 -0.210 -1.351 0.028
C 0.4810 0.6441 -1.9782 0.239 0.189 1.184 -0.031
C -0.7892 5.7293 -1.5362 -1.650 0.140 0.653 0.000
H 3.3824 -2.7031 -0.2986 -0.456 0.044 0.498 0.000
C -3.1371 1.1333 0.8997 0.128 -0.005 0.234 0.081
H 5.8932 -5.1479 1.0913 -0.040 0.599 -0.334 0.000
H -2.2620 -0.0191 5.6906 -0.418 -0.611 0.574 0.000
H -0.9438 1.1440 5.7526 -0.347 -0.247 -0.294 0.000
H 2.2473 3.1410 5.3641 -0.017 -0.318 -0.423 0.000
H -1.7895 3.8519 -3.7966 -0.136 -0.466 -0.135 0.000
H -1.8628 -0.6492 -3.5182 -0.481 0.041 0.122 -0.002
H -3.5623 -0.2675 -2.9875 0.840 0.015 -0.053 -0.001
C 0.4584 3.0929 2.0144 0.546 1.210 -0.871 0.038
Cl -7.6022 0.4497 1.2030 -0.116 -0.395 -0.216 0.001
H 4.0424 -0.5445 -3.2010 0.235 -0.083 0.107 0.001
C -0.3158 -4.4949 -2.4421 0.739 -0.570 0.157 0.000
F 1.3038 0.6429 0.2213 0.232 -0.240 -0.177 0.027
H 5.5511 -3.4196 2.7531 -0.412 0.403 0.028 0.000
H -2.4068 1.4682 4.8108 0.210 -0.181 -0.145 -0.001
H -0.3605 -5.1311 -1.5243 -0.056 0.559 -0.598 0.000
C -3.3605 2.5717 -1.8263 -0.259 -0.359 1.178 0.018
H 2.3121 5.0765 4.0057 0.048 0.351 -0.206 -0.001
H -2.5922 -2.1051 3.9088 -0.012 0.881 -0.934 0.000
H 5.0279 -3.7757 0.2882 0.069 -0.242 0.128 0.000
C 4.7043 -4.0570 2.4700 0.274 -0.755 0.075 0.000
C 3.0881 -0.2412 -2.8064 0.037 0.320 -0.919 0.010
H -1.3203 -4.4721 -2.9115 0.435 -0.300 0.187 0.000
C 0.8690 -4.1492 -4.6476 0.823 -0.484 -0.251 0.000
C -3.9767 2.0116 1.5798 0.357 -0.644 -0.281 -0.067
H -4.1152 1.9175 -1.3757 0.123 0.233 -0.012 0.003
C 1.8023 4.2225 3.5969 0.088 -0.092 0.242 -0.014
H 0.4711 -2.2168 3.3769 0.033 -0.235 0.080 -0.001
H 0.3935 6.2390 -3.2472 -0.177 0.437 -0.175 0.000
C -1.3364 2.8527 -3.9196 0.456 0.425 0.511 0.000
C 0.2772 -1.4763 4.1417 1.408 0.957 1.535 -0.001
H -0.0883 -1.9217 5.0900 0.165 -0.135 -0.539 0.000
H 4.2332 -5.3364 0.7756 -0.211 0.573 -0.173 0.000
H -2.3131 -1.7964 2.1549 0.064 -0.457 -0.122 -0.015
C 1.1642 4.2432 2.3721 -0.463 -0.656 0.126 0.010
C 0.3547 1.9594 2.7861 0.598 -0.767 1.055 -0.017
H -3.0156 0.2066 -4.5383 0.253 0.480 -0.209 0.001
V -1.0623 0.9834 0.5537 0.119 0.617 0.408 1.948
C -1.7037 0.6724 5.0993 0.761 1.017 -0.021 -0.001
S 0.0637 -2.9593 0.9625 0.379 0.027 -0.565 0.003
H -1.7528 4.9662 0.2936 -0.303 -0.037 -0.278 -0.002
C 0.7723 0.3959 -3.3076 0.320 -0.265 -0.551 0.017
C -0.0212 3.8990 -0.2446 0.801 0.178 -0.010 0.041
H 2.1523 -0.1335 -4.7807 0.382 -0.144 0.571 0.000
C -3.7525 0.0180 0.3857 -0.050 -0.245 -0.108 -0.070
C 1.1445 1.9315 3.9524 -1.208 0.138 -0.194 -0.012
H -0.1854 -2.4108 -3.0045 0.375 -0.363 0.785 0.001
C 2.9767 -2.3108 1.7656 0.110 0.702 -0.209 0.003
Cl -2.7060 -1.2019 -0.2320 0.678 -0.276 -0.477 -0.016
H -3.4201 -0.7437 2.9959 0.112 -0.099 0.294 0.000
C 1.3796 -2.7820 -0.1086 -0.295 -0.098 0.663 0.002
C 0.7238 -5.0763 -3.4427 -0.930 1.029 0.292 0.000
C -0.0467 -3.0434 -2.0931 -0.217 1.305 0.291 0.001
H 2.0472 -2.3063 -1.9768 -0.680 -0.332 0.083 0.000
C -0.9648 4.8540 -0.4384 -0.241 1.221 -0.586 -0.021
H 1.1516 5.1363 1.7689 0.014 -0.024 -0.249 0.000
H 1.8907 3.1803 -0.6906 -0.093 0.068 -0.544 -0.001
H 3.6210 -0.1886 -0.6613 -0.471 0.341 -0.685 0.000
H 1.3831 -4.6812 -5.4590 0.149 0.296 0.151 0.000
H 2.1347 4.6352 -2.7242 0.964 -0.002 -0.636 0.000
C -5.3170 1.7056 1.7575 0.185 0.270 -0.233 -0.009
```
Positions in Å, forces in eV/Å.

# C39H51N6OPdSTe

A molecular structure, C39H51N6OPdSTe (the ωB97M-V functional and the def2-TZVPD basis, OMol25).

Results
Net charge = 0
Spin multiplicity = 2
HOMO energy (spin up / spin down) = -0.2251 / -0.2403 hartree
Lowest unoccupied orbital energy (spin up / spin down) = 0.1 / -0.2 eV
Frontier orbital gap (spin up / spin down) = 0.2291 / 0.2343 Ha

```
100
Properties=species:S:1:pos:R:3:forces:R:3:mulliken_spin:R:1
H -5.6581 -3.0900 -3.8406 -0.011 0.013 0.007 0.000
H 3.0288 4.4958 -1.8879 -0.101 0.028 -0.091 0.001
N -5.3249 -0.0419 -0.9439 0.058 0.077 0.010 0.000
H 5.5385 3.6694 2.2247 -0.002 -0.022 0.006 0.000
N -2.2453 1.6826 -1.3808 -0.039 0.023 0.326 0.005
H -5.9804 2.3978 0.1051 -0.011 -0.003 -0.010 0.000
C -1.3071 -2.8251 -2.4283 -0.125 -0.180 0.012 -0.018
H 2.7471 -5.6014 2.3781 0.002 0.003 0.004 0.000
C 2.6722 -0.3844 -3.0747 -0.016 0.080 -0.013 -0.007
C -3.9871 0.3355 -0.8126 -0.025 0.113 0.006 0.002
C 3.1840 -2.8486 1.9956 -0.004 -0.029 -0.016 0.006
H -3.4080 -3.8601 -3.6122 -0.034 -0.013 -0.023 0.000
C -3.1569 3.9296 -1.2729 -0.005 -0.027 -0.012 0.001
Pd -0.9376 -0.4084 -0.9532 -0.570 -0.159 0.936 0.069
H 3.3735 0.2881 -2.5750 0.023 -0.025 0.001 0.002
H -1.4102 -1.8140 2.5442 0.013 0.007 -0.028 0.001
C 1.5858 2.9034 -1.7779 -0.087 0.170 -0.291 -0.009
H 5.0631 3.0019 0.0506 0.028 0.008 0.027 0.003
C 3.3827 2.3607 4.4482 -0.007 0.026 -0.015 0.011
H 4.3968 -0.0018 1.1897 0.011 0.063 0.017 -0.014
C -4.8330 -2.3860 -3.7623 0.064 0.029 0.053 0.000
C 5.5497 3.5540 4.9358 -0.010 0.007 -0.027 0.001
H 0.4701 -5.6853 -2.9112 0.007 0.004 -0.002 0.000
C 4.6729 3.1387 2.6121 0.007 0.010 -0.002 0.018
N 0.3339 2.5144 -1.6022 0.008 0.029 -0.315 0.018
H -1.0451 5.5301 -1.1093 0.012 0.011 0.003 0.001
C 1.7136 -0.9621 1.7009 -0.026 -0.048 -0.089 0.067
H 3.7291 -0.6778 -0.3007 -0.009 -0.016 0.038 -0.032
C 0.7557 -4.2787 -1.2997 -0.051 -0.018 -0.036 0.005
H -3.8200 3.6696 -0.4483 -0.001 0.012 -0.004 0.000
C 2.4359 1.8210 3.5778 -0.023 0.013 0.051 -0.050
H -7.1336 0.3719 -1.8839 -0.016 -0.003 0.019 0.000
C 1.0290 5.1869 -1.4672 -0.035 -0.011 0.033 -0.006
H 1.5782 -5.3562 3.6782 0.003 0.000 0.002 0.000
H -0.6912 -0.8393 3.8213 -0.022 -0.022 -0.002 0.003
H 3.2787 -4.9504 3.9235 0.000 0.007 -0.004 0.000
C -0.2900 4.7871 -1.3070 0.055 0.050 0.025 0.004
H -4.2742 -2.6771 -1.0873 -0.012 0.036 0.027 0.000
H -5.8207 1.5004 -2.2223 -0.007 -0.013 -0.043 0.000
C 2.9635 -1.5776 1.4896 -0.005 -0.037 0.012 -0.064
H -3.2552 -4.1078 -1.3107 0.004 0.009 -0.001 0.000
C -0.8781 -4.0204 -3.0149 -0.070 -0.046 0.119 0.006
H 1.5634 -4.8351 -0.8391 0.004 -0.001 0.000 0.000
H 4.9264 -1.5923 0.6298 0.008 0.005 0.014 0.001
H -2.8320 4.9560 -1.1501 0.009 -0.004 -0.013 0.000
H -2.7446 -1.2204 -2.5472 -0.096 0.058 0.022 -0.002
Te 1.3288 0.8778 0.7101 0.466 0.022 0.816 0.354
C 3.7534 2.6054 1.7148 0.012 0.000 -0.042 -0.082
C 0.9907 -2.9163 2.9025 -0.036 0.026 0.038 -0.002
H 6.4742 2.9753 4.8787 -0.008 -0.002 0.002 0.000
C -0.6380 -1.0720 2.7554 -0.049 -0.083 -0.080 0.015
H 1.2936 6.2330 -1.3796 -0.009 -0.001 -0.042 0.000
C -0.6064 3.4338 -1.4042 -0.334 -0.037 0.058 0.000
C 0.7211 -1.6295 2.4203 0.055 -0.028 0.105 -0.029
H -3.7531 3.8560 -2.1842 -0.001 -0.016 0.008 0.000
H 2.6049 -0.1330 -4.1318 0.013 0.036 0.023 0.001
N 1.2234 -0.4738 -1.0943 -0.873 0.201 -0.794 0.390
H 4.1459 -3.3200 1.8186 -0.011 -0.006 0.010 0.001
H 0.2070 -3.4364 3.4458 0.013 0.005 -0.007 0.000
C -0.6686 -2.3078 -1.2982 0.326 -0.122 -0.259 0.052
H -4.9697 -4.1621 -1.8375 0.015 -0.003 0.031 0.000
H -5.6237 -0.5392 -0.1158 -0.040 -0.118 -0.085 0.000
H 0.9496 1.6551 5.1166 0.014 0.004 0.003 0.003
O 0.2782 -0.3022 -3.1371 0.151 -0.087 -0.550 0.128
N -3.6932 -3.0431 -3.0732 -0.002 -0.041 -0.030 0.000
H 1.4274 0.1109 4.4088 -0.009 0.000 -0.018 0.000
C -6.3049 0.9265 -1.4368 0.040 -0.044 0.086 0.000
C 0.3780 -3.0605 -0.7574 -0.230 -0.255 0.189 -0.084
H 3.6635 2.0114 -0.3762 0.094 -0.017 0.096 -0.002
H 3.0685 -1.3965 -2.9706 -0.004 0.004 -0.014 -0.001
H 0.9086 -2.6907 0.1041 0.051 0.051 -0.008 0.006
C 4.5157 3.0094 3.9861 0.009 0.005 0.018 -0.005
C 1.2269 1.1608 4.1843 0.042 0.002 -0.002 0.018
C -6.8140 1.8565 -0.3446 0.025 0.040 -0.002 0.000
C 4.0693 -0.9239 0.7081 -0.060 0.028 -0.052 0.071
H -7.5190 2.5849 -0.7487 0.003 -0.008 0.004 0.000
C 0.1433 -4.7611 -2.4524 0.015 0.008 0.033 -0.001
H -0.8878 -0.1757 2.1957 -0.002 0.009 -0.028 0.001
C 2.4629 -4.9390 3.1981 -0.015 0.013 0.007 0.000
C 1.9912 4.2320 -1.7322 -0.192 0.068 -0.259 0.015
H 0.3707 1.1982 3.5126 0.034 0.037 0.017 -0.009
H -5.1244 -1.5222 -3.1661 -0.013 -0.003 0.019 0.000
H -2.2907 -1.9187 -4.1218 0.065 0.118 0.029 0.000
H -7.3228 1.2967 0.4434 0.004 0.001 -0.008 0.000
C 4.0007 2.8443 0.2414 0.140 0.035 0.234 0.060
H 2.3077 2.1151 -1.9584 -0.088 0.032 -0.038 -0.019
N -3.6048 1.3895 -1.4515 0.127 -0.084 -0.103 0.000
S -3.0158 -0.6850 0.2099 0.096 -0.099 -0.324 -0.004
H -4.5102 -2.0702 -4.7516 -0.011 0.011 0.013 0.000
C 1.3015 -0.3347 -2.4239 0.541 0.053 0.285 -0.007
C -2.4724 -2.1329 -3.0673 0.155 -0.062 -0.097 -0.004
H 3.4652 3.7351 -0.0982 0.212 -0.244 0.300 -0.006
C 2.6297 1.9110 2.1962 0.111 0.027 -0.151 0.114
H 5.1968 3.5182 5.9662 -0.003 0.002 -0.005 0.000
H 5.7996 4.5893 4.6971 -0.005 -0.005 0.003 0.000
C -4.0844 -3.5395 -1.7222 0.053 0.092 -0.023 0.001
C 2.2017 -3.5444 2.6965 0.030 0.002 -0.018 -0.001
C -2.0222 2.9433 -1.3339 0.173 0.218 -0.082 0.002
H 3.2216 2.2712 5.5188 -0.007 0.006 -0.013 0.002
H -1.3347 -4.3634 -3.9425 0.018 -0.006 -0.023 0.000
```
Positions in Å, forces in eV/Å.

Here are the calculated largest force on an atom numbers, same order: 2.3 1.2 (eV Å⁻¹).